9
Properties=species:S:1:pos:R:3:nbo_charge:R:1 method="wB97M-V/def2-TZVPD" spin_multiplicity=1 energy_ha=-3079.64434 orbital_gap_ev=8.16 largest_force_ev_per_a=2.719
C -1.3145 -1.0664 -0.0372 0.62
C -0.1148 -0.2469 -0.1054 -0.70
N -2.5046 -0.4340 -0.1392 -0.70
O -1.3763 -2.2611 0.1307 -0.58
Br -4.0034 -1.5617 -0.0005 0.26
I -2.9411 1.5880 0.0163 0.37
H -0.0107 0.2123 0.8506 0.25
H -0.3715 0.6463 -0.5588 0.23
H 0.7295 -0.6612 -0.5319 0.25